12
Properties=species:S:1:pos:R:3:lowdin_spin:R:1 method="wB97M-V/def2-TZVPD" homo_lumo_gap_ev="6.830 / 7.580" largest_force_ev_per_a=8.3 de_lowest_kj_mol=199.25 lumo_energy_ev="0.35 / -0.18" s_squared=0.762 e_tot_ha=-496.29448 spin_multiplicity=2
C -0.68 -0.42 0.40 0.017
O -1.70 -0.87 0.90 0.113
O -0.11 -1.15 -0.56 0.000
O -0.22 0.83 0.38 0.008
C 0.83 -0.36 -1.31 0.000
C 0.91 0.94 -0.50 0.000
H 0.44 -0.22 -2.32 0.000
H 1.78 -0.90 -1.34 0.000
H 0.78 1.84 -1.11 0.000
H 1.82 1.02 0.10 0.000
Hg -2.79 -0.71 2.50 0.612
H -1.06 0.00 2.84 0.251